72
Properties=species:S:1:pos:R:3:forces:R:3:lowdin_charge:R:1 method="wB97M-V/def2-TZVPD" e_tot_ev=-124596.7304 relative_energy_kj_mol=207.96 homo_ev="-11.008 / -11.010" lumo_energy_ev="-4.934 / -5.115" spin_multiplicity=2 charge=+1 largest_force_ha_per_bohr=0.027 homo_lumo_gap_ha="0.2232 / 0.2167"
W 0.8146 -1.3087 0.8147 -1.2699 0.5933 -0.0981 1.5960
O 3.6734 2.6574 -1.9199 0.0230 -0.0531 -0.0806 0.0846
C 3.3421 3.1860 -0.7347 -0.0506 -0.0808 0.1312 -0.2589
C 3.6361 4.5352 -0.5401 0.0080 0.0304 -0.0015 0.0034
C 3.3296 5.1503 0.6545 0.0101 -0.0230 -0.0435 -0.0501
C 2.7243 4.4395 1.6924 -0.0190 0.0340 0.0654 -0.0689
C 2.4265 3.1105 1.5121 -0.0204 -0.0080 0.0155 -0.0175
C 2.7218 2.4628 0.3048 0.0625 0.0087 -0.1645 -0.0841
C 2.3345 1.0764 0.1216 0.1379 0.0124 -0.0642 -0.3656
O 1.6534 0.4720 1.0981 -0.2224 -0.0945 -0.0206 -0.2778
N 2.6402 0.3836 -0.9288 0.0247 -0.0393 0.0309 0.0906
N 2.0170 -0.8416 -0.8928 0.2709 -0.0026 0.0194 -0.1069
C 2.7536 -1.8598 -0.4668 0.1514 0.2620 0.0024 -0.1206
C 2.1711 -3.2031 -0.5980 -0.0194 -0.0404 0.0301 -0.2709
C 2.8332 -4.3747 -0.8812 -0.0632 -0.0180 -0.0869 0.0317
C 2.0504 -5.5146 -1.0218 -0.0705 -0.0650 -0.0025 0.0064
C 0.6733 -5.4435 -0.8541 0.0815 -0.1511 -0.0518 0.0091
C 0.0947 -4.2454 -0.4857 -0.1456 0.1421 0.0192 -0.0495
N 0.8471 -3.1514 -0.3541 0.2868 -0.1526 0.1369 -0.0215
H 3.3977 1.7238 -1.9684 0.0006 0.0734 0.0434 0.0767
H 4.1094 5.0729 -1.3508 -0.0059 0.0001 0.0144 0.1270
H 3.5665 6.1979 0.7891 0.0017 -0.0084 -0.0119 0.1144
H 2.4946 4.9293 2.6283 0.0020 -0.0107 -0.0066 0.1084
H 1.9613 2.5435 2.3067 0.0035 0.0115 -0.0104 0.1072
H 3.7873 -1.7093 -0.1689 0.0473 -0.0353 -0.0901 0.1522
H 3.9055 -4.3982 -1.0137 -0.0067 0.0377 -0.0097 0.1338
H 2.5140 -6.4605 -1.2697 -0.0013 0.0127 0.0059 0.1290
H 0.0575 -6.3227 -0.9773 -0.0230 0.0301 0.0151 0.1290
H -0.9616 -4.1336 -0.2826 -0.0177 -0.0211 0.0119 0.1231
C 0.6087 3.4528 -3.2410 -0.0279 -0.0093 0.0474 -0.0668
C 0.0380 3.8256 -2.0333 0.0324 0.0085 -0.0554 -0.0660
C -0.4533 2.8541 -1.1717 -0.0028 0.0039 0.0436 -0.0980
C -0.3741 1.5002 -1.5022 -0.1364 0.0927 0.1830 -0.3104
C 0.2131 1.1392 -2.7150 0.0082 -0.0358 -0.0159 -0.1406
C 0.6921 2.1080 -3.5816 0.0185 -0.0134 -0.0328 -0.0751
Ge -1.1519 0.2410 -0.2403 0.1600 -0.3434 -0.1091 1.0366
C -2.3682 -1.0576 -1.0388 0.0297 0.1545 -0.1325 -0.3149
C -3.2434 -1.7992 -0.2448 -0.0279 -0.0321 0.0838 -0.1324
C -4.1072 -2.7234 -0.8140 0.0280 -0.0030 -0.0294 -0.0693
C -4.1104 -2.9166 -2.1898 0.0086 0.0206 0.0090 -0.0724
C -3.2589 -2.1717 -2.9945 -0.0174 -0.0245 0.0182 -0.0759
C -2.3968 -1.2466 -2.4219 0.0496 -0.0062 -0.0149 -0.1037
C -1.9698 1.1410 1.2778 0.0374 -0.0858 -0.0917 -0.3080
C -1.2273 1.6606 2.3363 -0.0102 0.0368 0.0010 -0.1172
C -1.8530 2.3482 3.3665 0.0248 -0.0124 -0.0037 -0.0681
C -3.2288 2.5274 3.3443 -0.0194 -0.0044 -0.0284 -0.0681
C -3.9771 2.0212 2.2901 0.0087 0.0066 0.0348 -0.0648
C -3.3522 1.3281 1.2629 -0.0153 -0.0358 0.0246 -0.0990
H 0.9950 4.2057 -3.9154 -0.0021 -0.0030 0.0018 0.1129
H -0.0262 4.8710 -1.7589 0.0004 -0.0141 -0.0086 0.1124
H -0.9027 3.1584 -0.2324 0.0021 -0.0020 -0.0199 0.1008
H 0.3229 0.0939 -2.9816 -0.0093 0.0019 -0.0104 0.0917
H 1.1434 1.8148 -4.5213 -0.0046 0.0086 0.0130 0.1113
H -3.2621 -1.6543 0.8286 0.0112 -0.0064 -0.0062 0.1020
H -4.7773 -3.2905 -0.1811 -0.0066 0.0036 -0.0084 0.1124
H -4.7871 -3.6357 -2.6334 0.0086 0.0083 -0.0032 0.1084
H -3.2722 -2.3010 -4.0692 -0.0078 -0.0029 0.0097 0.1076
H -1.7590 -0.6563 -3.0682 -0.0116 -0.0061 0.0131 0.0824
H -0.1515 1.5436 2.3497 0.0106 0.0151 0.0083 0.0610
H -1.2656 2.7461 4.1845 -0.0159 0.0014 -0.0036 0.1084
H -3.7177 3.0642 4.1467 -0.0008 -0.0050 -0.0044 0.1098
H -5.0497 2.1634 2.2673 0.0071 0.0039 0.0048 0.1105
H -3.9502 0.9331 0.4492 0.0114 0.0109 0.0051 0.1034
F -1.7886 -2.9826 3.5199 -0.0139 0.0822 0.1088 0.2599
B -1.3650 -3.7060 2.4958 0.2182 -0.1599 0.2408 -1.0376
F -2.2527 -4.2747 1.6915 -0.0808 -0.0696 -0.1660 0.2508
F -0.1218 -4.2145 2.5345 -0.0811 -0.0967 0.0484 0.2089
F -0.8491 -2.2242 1.3507 0.1467 0.3801 -0.3069 -0.3539
Cl 2.4484 -2.0522 2.9063 0.4189 -0.2984 0.2046 0.5944
C 0.9437 -1.0720 2.9236 0.2435 -0.2326 0.0641 -0.6215
H 1.1856 -0.0969 3.3217 -0.0956 0.0150 0.0894 0.0251
H 0.2113 -1.6391 3.4901 -0.0737 0.2036 -0.0044 0.0227

***

90
Properties=species:S:1:pos:R:3:forces:R:3:lowdin_charge:R:1 method="wB97M-V/def2-TZVPD" e_tot_ev=-92249.9164 relative_energy_kj_mol=56.71 homo_ev=-13.524 lumo_energy_ev=-6.677 spin_multiplicity=1 charge=+2 largest_force_ha_per_bohr=0.029 homo_lumo_gap_ha=0.2516
Pt 0.8845 0.4690 -0.0215 -0.5471 0.6852 0.9723 0.7371
O -0.5414 -1.4425 -0.9550 -0.0889 -0.5993 -0.2572 -0.6391
S -0.8290 -2.8016 -1.5514 -0.0705 0.0862 0.1147 1.0213
C 0.2569 -3.0508 -3.0108 0.0351 0.0756 0.0214 -0.2892
C 0.6031 -1.7831 -3.7895 -0.0180 0.0160 0.2498 -0.1912
C 1.5187 -0.7893 -3.0587 0.0746 0.0053 -0.2011 -0.2368
C 2.8804 -1.3607 -2.6965 -0.0465 0.0882 0.1771 -0.2913
S 3.7737 -0.4071 -1.4288 -0.0970 0.1078 -0.2572 1.0792
O 2.8571 -0.3347 -0.2158 -0.1048 -0.3157 0.4119 -0.6703
C 3.6547 1.1923 -2.2058 0.0705 -0.0489 -0.0601 -0.4027
C 4.4246 1.4189 -3.3394 0.0167 0.0612 -0.0067 -0.0693
C 4.2872 2.6243 -4.0117 -0.0302 -0.0184 0.0594 -0.0375
C 3.4099 3.5922 -3.5326 0.0370 0.0139 -0.0226 -0.0444
C 2.6685 3.3630 -2.3824 -0.0387 0.0304 -0.0271 -0.0487
C 2.7931 2.1544 -1.7099 -0.0418 -0.0919 -0.1991 -0.1033
C -0.0118 -4.0039 -0.5127 0.0773 -0.0735 -0.2074 -0.4155
C -0.3098 -5.3449 -0.7113 -0.0227 0.0532 0.0675 -0.0784
C 0.4426 -6.3035 -0.0450 -0.0240 0.0143 -0.0076 -0.0517
C 1.4655 -5.9113 0.8088 -0.0215 -0.0347 0.0363 -0.0549
C 1.7230 -4.5631 1.0284 -0.0296 0.0319 -0.0156 -0.0531
C 0.9836 -3.5961 0.3612 0.0874 -0.0493 -0.0275 -0.0903
H -0.3234 -3.7318 -3.6364 0.0821 -0.0244 -0.0323 0.1010
H 1.1470 -3.5800 -2.6750 -0.0061 -0.0037 -0.0049 0.0871
H -0.3086 -1.2536 -4.0761 0.0105 -0.0379 -0.0383 0.1107
H 1.0980 -2.1086 -4.7081 -0.0910 0.0412 -0.0654 0.1299
H 1.0034 -0.4607 -2.1545 -0.0894 0.0048 -0.0090 0.0389
H 1.6466 0.0886 -3.6942 0.0456 -0.0038 0.0101 0.1245
H 3.5538 -1.3991 -3.5559 0.0421 -0.0679 0.0483 0.1107
H 2.8231 -2.3564 -2.2516 0.0284 -0.0152 -0.0361 0.0911
H 5.1267 0.6703 -3.6912 -0.0378 0.0296 -0.0165 0.1234
H 4.8657 2.8093 -4.9070 0.0142 0.0150 0.0379 0.1220
H 3.3184 4.5373 -4.0521 -0.0086 -0.0311 0.0072 0.1194
H 2.0014 4.1282 -2.0060 0.0086 -0.0219 0.0203 0.1153
H 2.2365 1.9832 -0.7846 0.0871 0.1853 0.1254 0.0406
H -1.1141 -5.6348 -1.3793 0.0472 -0.0274 0.0045 0.1187
H 0.2350 -7.3542 -0.1995 0.0023 0.0187 0.0113 0.1172
H 2.0659 -6.6621 1.3065 -0.0396 0.0171 0.0211 0.1155
H 2.5113 -4.2662 1.7088 -0.0209 0.0020 -0.0059 0.1157
H 1.1777 -2.5403 0.5053 0.0355 -0.0117 -0.0355 0.0813
C -2.8434 1.0512 2.0986 0.0200 -0.0701 0.0235 -0.0869
N -1.6481 0.6733 1.3306 -0.5296 0.1847 0.4671 -0.4561
P -0.2141 0.0748 2.0098 -0.4203 0.7107 -1.2174 0.9188
C 0.2082 1.1338 3.3903 0.4417 -0.1373 -0.0636 -0.3529
C 1.3073 1.9858 3.2988 0.0638 -0.0608 0.0916 -0.1157
C 1.6094 2.8393 4.3484 -0.0058 0.0344 0.0465 -0.0522
C 0.8123 2.8448 5.4853 -0.0187 -0.0434 -0.0249 -0.0391
C -0.2778 1.9864 5.5847 0.0056 0.0390 -0.0040 -0.0432
C -0.5809 1.1240 4.5445 0.0218 -0.0368 0.0048 -0.0854
C -0.6482 -1.5277 2.6490 0.5322 -0.1890 -0.0932 -0.3425
C -1.5615 -2.3253 1.9595 -0.1932 0.0732 0.0579 -0.0973
C -1.8472 -3.5950 2.4283 -0.0239 -0.0330 0.0789 -0.0499
C -1.2103 -4.0757 3.5672 0.0173 0.0262 -0.0277 -0.0361
C -0.2869 -3.2885 4.2448 0.0275 -0.0188 -0.0158 -0.0459
C 0.0109 -2.0178 3.7804 -0.0244 -0.0420 -0.0374 -0.0687
P -1.1443 1.4546 -0.0617 0.2242 -0.7154 0.4033 0.8397
C -1.3705 3.2107 0.1692 0.3595 0.0939 -0.2375 -0.3292
C -2.4368 3.8828 -0.4309 0.0128 -0.0071 0.0602 -0.0629
C -2.6339 5.2277 -0.1560 -0.0023 0.0237 0.0398 -0.0464
C -1.7718 5.8973 0.7021 0.0073 -0.0146 -0.0337 -0.0414
C -0.6947 5.2339 1.2809 -0.0402 0.0458 0.0096 -0.0494
C -0.4882 3.8930 1.0113 -0.0578 0.0529 -0.0529 -0.0831
C -2.1856 0.9473 -1.4195 0.3131 0.0174 -0.3134 -0.3656
C -1.8310 1.4143 -2.6874 -0.0707 0.0170 0.0392 -0.0948
C -2.5143 0.9630 -3.8060 0.0195 -0.0174 0.0215 -0.0603
C -3.5385 0.0353 -3.6576 0.0035 -0.0155 0.0132 -0.0479
C -3.8920 -0.4258 -2.3948 -0.0320 0.0149 -0.0026 -0.0497
C -3.2128 0.0229 -1.2726 -0.0399 0.0257 0.0338 -0.0826
H -2.6480 1.8937 2.7639 0.0456 0.0207 -0.0163 0.0861
H -3.1818 0.2006 2.6903 -0.0163 -0.0177 -0.0311 0.0915
H -3.6395 1.3354 1.4122 -0.0086 -0.0316 -0.0179 0.0885
H 1.9345 1.9614 2.4140 -0.0025 -0.0044 0.0126 0.0880
H 2.4719 3.4903 4.2900 -0.0161 -0.0127 -0.0217 0.1177
H 1.0487 3.5094 6.3061 -0.0013 -0.0131 -0.0090 0.1198
H -0.8848 1.9809 6.4802 -0.0009 0.0127 -0.0159 0.1197
H -1.4143 0.4380 4.6395 0.0174 0.0142 -0.0007 0.1143
H -2.0466 -1.9395 1.0711 0.0342 -0.0236 0.0201 0.0892
H -2.5641 -4.2174 1.9087 0.0080 0.0210 -0.0066 0.1204
H -1.4323 -5.0723 3.9264 -0.0130 0.0224 0.0080 0.1202
H 0.2008 -3.6656 5.1338 0.0079 -0.0024 -0.0213 0.1187
H 0.7405 -1.4072 4.2981 -0.0192 -0.0133 0.0155 0.1150
H -3.1084 3.3616 -1.1004 -0.0111 0.0142 0.0135 0.1096
H -3.4618 5.7550 -0.6105 0.0011 -0.0166 -0.0005 0.1188
H -1.9343 6.9461 0.9140 0.0084 -0.0149 -0.0039 0.1196
H -0.0206 5.7696 1.9364 0.0053 -0.0311 -0.0048 0.1165
H 0.3525 3.3732 1.4507 -0.0093 0.0211 -0.0053 0.0711
H -1.0256 2.1354 -2.7952 -0.0235 -0.0038 -0.0411 0.1143
H -2.2547 1.3340 -4.7888 0.0152 -0.0118 0.0086 0.1169
H -4.0649 -0.3304 -4.5303 -0.0136 0.0403 0.0267 0.1180
H -4.7017 -1.1354 -2.2852 0.0195 0.0021 -0.0035 0.1184
H -3.4802 -0.3477 -0.2907 0.0343 -0.0361 -0.0356 0.1019